Here is C13H21F5OP2SSn as an isolated structure from the OMol25 dataset. Energies are from ωB97M-V with the def2-TZVPD basis set.

Each line ends with the natural charge from an NBO analysis.
CARTESIAN COORDINATES (ANGSTROEM)
Sn: 0.96943 0.00318 -0.56723  0.553
H: -2.81608 -0.40419 1.51928  -0.003
H: -2.78822 0.34414 1.57678  0.004
P: -0.05796 -2.43230 -0.50545  0.931
P: -0.05566 2.43735 -0.48033  0.935
C: 1.39277 3.45854 -0.01649  -0.941
H: 1.16978 4.49390 -0.32618  0.235
H: 1.55148 3.39593 1.07027  0.273
H: 2.29178 3.09272 -0.53095  0.237
C: -0.40789 3.01847 -2.18202  -0.943
H: -1.40732 2.67254 -2.49002  0.245
H: -0.37775 4.12073 -2.18706  0.225
H: 0.34677 2.62318 -2.87482  0.247
C: -1.37576 3.23047 0.48021  -0.944
H: -1.19609 3.08632 1.55094  0.275
H: -1.38862 4.30381 0.23947  0.232
H: -2.34769 2.78558 0.24235  0.246
C: -0.22681 -3.02833 -2.23094  -0.942
H: -0.24179 -4.13086 -2.21823  0.225
H: -1.16956 -2.64931 -2.65604  0.246
H: 0.61895 -2.67292 -2.83477  0.246
C: 1.31984 -3.45617 0.12971  -0.941
H: 1.35519 -3.38440 1.22659  0.277
H: 1.12550 -4.49291 -0.19172  0.233
H: 2.27514 -3.10358 -0.28143  0.238
C: -1.48456 -3.21296 0.30353  -0.943
H: -2.41914 -2.73713 -0.01369  0.245
H: -1.49966 -4.28092 0.03794  0.232
H: -1.40020 -3.09596 1.38971  0.269
C: 3.41881 0.00026 0.00663  0.501
O: 4.45989 0.01230 0.48681  -0.452
H: 0.80445 0.01768 -2.31529  -0.321
F: -0.91227 0.02887 8.27306  -0.306
C: -0.47765 0.02347 6.99289  0.225
C: -0.46972 1.22749 6.28165  0.303
F: -0.90897 2.35979 6.88688  -0.311
C: -0.13570 1.20653 4.93626  0.282
F: -0.20254 2.36449 4.23487  -0.319
C: 0.22606 -0.00222 4.26015  -0.282
S: 0.88487 -0.00042 2.71513  -0.459
C: 0.05840 -1.21159 5.00836  0.297
F: 0.18409 -2.40457 4.38032  -0.315
C: -0.27028 -1.20184 6.35659  0.268
F: -0.50023 -2.35545 7.03477  -0.304

Results
Net charge: 0
LUMO energy: -0.32 eV
Highest occupied orbital energy: -6.30 eV

***

Here is C48H42CsFN8O5S as an isolated structure from the OMol25 dataset. Energies are from ωB97M-V with the def2-TZVPD basis set.

Each line ends with the Löwdin charge.
CARTESIAN COORDINATES (ANGSTROEM)
Cs: -0.15321 0.28726 -0.51486  1.205
O: -1.13229 0.54497 -5.93715  -0.014
C: -0.40318 0.42222 -4.94270  -0.487
N: -0.15972 -0.64741 -4.20818  0.121
C: -0.40501 -1.92989 -4.51462  -0.468
O: -0.02270 -2.55500 -5.50208  0.020
C: -1.07868 -2.72155 -3.39120  -0.203
C: -1.13669 -4.10830 -3.47190  -0.018
C: -1.69465 -4.81423 -2.41900  -0.076
C: -2.19245 -4.11477 -1.33013  -0.065
C: -2.10518 -2.73064 -1.35289  -0.143
N: -1.55651 -2.04616 -2.34992  0.097
C: 0.29075 1.68203 -4.41934  -0.195
C: 0.37501 2.79397 -5.24972  -0.027
C: 1.02231 3.92355 -4.77972  -0.091
C: 1.53742 3.91703 -3.49310  -0.075
C: 1.39020 2.77042 -2.72199  -0.156
N: 0.79197 1.67054 -3.18373  0.047
H: -0.72308 -4.59020 -4.34691  0.106
H: -1.72761 -5.89774 -2.44069  0.096
H: -2.60810 -4.61146 -0.46340  0.102
H: -2.47778 -2.14614 -0.51805  0.091
H: -0.07269 2.73396 -6.23183  0.103
H: 1.11744 4.80395 -5.40661  0.092
H: 2.03563 4.78157 -3.07232  0.095
H: 1.74087 2.73998 -1.69350  0.051
C: -6.62289 -1.19640 4.28264  -0.031
C: -5.69254 -0.01008 4.51150  -0.324
C: -6.42380 1.25993 4.92715  -0.143
C: -7.30826 1.76497 3.79656  -0.143
C: -6.51142 1.89647 2.52555  -0.142
C: -6.90278 2.75954 1.52594  0.031
C: -6.15378 2.86652 0.36081  -0.262
F: -6.58801 3.73292 -0.58708  0.043
C: -5.01326 2.14445 0.15977  0.078
C: -4.59145 1.26419 1.16233  -0.033
C: -3.33070 0.50727 0.94488  -0.320
O: -2.68672 0.69071 -0.08679  -0.207
C: -2.99339 -0.43316 1.99123  -0.021
C: -3.79471 -0.50770 3.07830  0.017
N: -4.89467 0.25973 3.31469  -0.005
C: -5.33655 1.13773 2.33914  -0.084
C: -1.83060 -1.44479 1.96073  -0.698
O: -2.13021 -2.58962 2.35364  -0.033
O: -0.72374 -1.01702 1.56816  -0.324
H: -7.22218 -1.39175 5.17492  0.080
H: -6.04766 -2.09243 4.04889  0.084
H: -7.29676 -1.01230 3.44458  0.082
H: -4.97730 -0.26819 5.29527  0.145
H: -5.68226 2.02173 5.17954  0.127
H: -7.01155 1.05827 5.82485  0.114
H: -7.74917 2.72994 4.05380  0.115
H: -8.14422 1.07518 3.64334  0.113
H: -7.79333 3.36647 1.63878  0.123
H: -4.41703 2.23288 -0.73849  0.138
H: -3.56994 -1.24435 3.84022  0.141
C: 5.77095 4.01276 -0.60919  -0.092
C: 5.34782 2.94255 -1.61507  -0.200
C: 5.54627 1.53658 -1.11073  -0.178
C: 6.70275 0.83116 -1.42193  -0.068
C: 6.88270 -0.47575 -0.99255  -0.111
C: 5.88430 -1.08686 -0.25066  -0.057
C: 4.71610 -0.41108 0.08834  -0.165
C: 3.63165 -1.11096 0.86180  -0.197
C: 3.78231 -0.99786 2.37764  -0.073
C: 4.55909 0.91861 -0.32837  -0.184
N: 3.36332 1.61769 -0.06973  0.102
C: 3.25271 2.24068 1.04568  -0.130
C: 2.12700 3.04376 1.43254  -0.372
C: 1.97586 3.72444 2.65149  -0.111
C: 0.74376 4.38109 2.56387  -0.156
C: 0.23603 4.05360 1.29362  -0.235
N: 1.06218 3.25414 0.60372  0.015
H: 5.64505 5.01464 -1.02689  0.064
H: 6.81948 3.88813 -0.32598  0.067
H: 5.16858 3.95472 0.29795  0.059
H: 5.91952 3.06533 -2.53986  0.103
H: 4.29344 3.08001 -1.86350  0.094
H: 7.46099 1.31393 -2.03150  0.100
H: 7.78005 -1.02224 -1.25847  0.085
H: 5.98907 -2.12230 0.05857  0.107
H: 3.62110 -2.16683 0.57962  0.099
H: 2.66999 -0.69238 0.56673  0.074
H: 4.74430 -1.40130 2.70665  0.069
H: 2.98578 -1.54702 2.88292  0.073
H: 3.72802 0.04247 2.70199  0.059
H: 4.06913 2.19395 1.78163  0.125
H: 2.67300 3.72316 3.47872  0.075
H: 0.27220 5.00291 3.31225  0.058
H: -0.70394 4.37637 0.86090  0.078
N: 2.49002 -1.57977 -3.08658  0.129
C: 2.29786 -2.58641 -2.20158  -0.690
N: 1.43730 -2.55138 -1.23677  0.087
C: 1.52766 -3.69218 -0.45705  -0.320
C: 0.74731 -3.93823 0.67358  0.000
C: 0.92810 -5.12904 1.35365  -0.085
C: 1.87209 -6.07130 0.93276  -0.122
C: 2.66067 -5.83082 -0.18100  -0.120
C: 2.48039 -4.63624 -0.86556  -0.492
S: 3.30996 -4.02807 -2.27237  1.043
H: 1.69794 -0.93504 -3.18096  0.063
H: 2.87769 -1.84039 -3.97920  0.092
H: 0.02735 -3.19932 1.00833  0.088
H: 0.32305 -5.32738 2.22991  0.099
H: 1.99300 -6.99568 1.48523  0.085
H: 3.39786 -6.55597 -0.50394  0.094

Results
Net charge: -2
LUMO energy: 3.37 eV
Highest occupied orbital energy: -2.24 eV

***

Here is one molecule with the formula CH5N3O from the OMol25 dataset. Energies are from ωB97M-V with the def2-TZVPD basis set.

Each line ends with the natural charge from an NBO analysis.
CARTESIAN COORDINATES (ANGSTROEM)
N: 0.70759 -0.96020 1.68675  -0.688
N: 0.80524 -0.34717 0.34331  -0.290
C: -0.41488 -0.02907 0.02884  0.190
N: -0.89533 0.49418 -1.22839  -0.333
O: 0.15170 0.86057 -2.10312  -0.572
H: 1.68166 -1.16396 2.11626  0.363
H: 0.28692 -0.26578 2.28645  0.335
H: -1.20931 -0.06890 0.77421  0.153
H: -1.41482 1.41005 -1.15368  0.368
H: 0.30122 0.07029 -2.75063  0.474

Results
Net charge: 0
SMILES string: N/N=C/NO
LUMO energy: 1.03 eV
Highest occupied orbital energy: -8.69 eV

***

Here is C3H4Li2O2Tl as an isolated structure from the OMol25 dataset. Energies are from ωB97M-V with the def2-TZVPD basis set.

Each line ends with the natural charge from an NBO analysis.
CARTESIAN COORDINATES (ANGSTROEM)
O: -0.02395 -0.63216 0.64211  -0.657
C: -1.34066 -0.67601 0.94435  0.280
C: 0.51899 0.70672 0.24433  -0.121
O: -1.75631 -1.84080 1.13629  -0.845
C: 0.86801 0.54132 -1.20967  -1.290
Tl: -3.45836 -1.39295 2.86423  0.891
H: 1.39374 0.97899 0.85157  0.204
H: -0.07556 1.44803 0.79248  0.208
H: 1.94648 0.38649 -1.03655  0.197
H: 0.83529 0.05838 -2.20845  0.237
Li: -0.22169 2.10383 -2.09175  0.950
Li: 1.31401 -1.68184 -0.92894  0.947

Results
Net charge: +1
LUMO energy: -3.50 eV
Highest occupied orbital energy: -10.18 eV

***

Here is C44H86Br2FN3O6P as an isolated structure from the OMol25 dataset. Energies are from ωB97M-V with the def2-TZVPD basis set.

Each line ends with the Löwdin spin population.
CARTESIAN COORDINATES (ANGSTROEM)
C: -4.42418 2.18621 2.22912  0.000
C: -3.22498 1.60811 1.49920  0.000
O: -2.14152 1.46688 2.41906  0.000
C: -0.89864 1.20455 1.83068  0.000
C: 0.15607 1.70704 2.80320  0.000
O: 1.35758 0.96002 2.60382  0.000
C: 2.22995 0.92269 3.73852  0.000
C: 3.66763 0.68880 3.22560  0.000
C: 3.91108 1.79341 2.18450  0.000
N: 3.36566 1.37842 0.84627  0.000
P: 3.18522 2.88221 -0.14357  0.000
O: 4.26544 3.84974 0.05992  0.000
C: 4.16198 0.20231 0.25701  0.000
C: 5.15618 0.62289 -0.82366  0.000
C: 5.97885 -0.53741 -1.35463  0.000
F: 5.98924 1.59017 -0.27407  0.000
C: 4.84448 -0.55126 1.38995  0.000
C: 4.00393 -0.75172 2.68490  0.000
C: 2.73442 -1.57576 2.33466  0.000
C: 2.93187 -3.06895 2.04937  0.000
C: 2.48154 -4.01232 3.16756  0.000
C: 2.31635 -5.44889 2.67517  0.000
C: 0.93158 -5.72717 2.06900  0.000
C: -0.25269 -5.33268 2.97140  0.000
C: -0.87719 -3.93518 2.82029  0.000
C: -1.26305 -3.48143 1.42178  0.000
C: -1.71952 -2.01963 1.40432  0.000
C: -2.46439 -1.64055 0.14528  0.000
O: -3.75825 -2.18762 0.19944  0.000
C: -4.41433 -2.24782 -1.04562  0.000
C: 4.88597 -1.54669 3.69475  0.000
Br: 6.61818 -2.02462 3.08923  0.000
C: 4.53794 -1.95428 4.93400  0.000
C: 3.24710 -1.68957 5.66490  0.000
Br: 5.70112 -2.95852 6.01143  0.000
H: -4.44373 3.26405 2.12906  0.000
H: -5.34804 1.77532 1.82800  0.000
H: -4.34872 1.92196 3.28402  0.000
H: -2.89916 2.26860 0.68770  0.000
H: -3.45818 0.62446 1.07829  0.000
H: -0.82495 1.71388 0.86004  0.000
H: -0.74972 0.13004 1.66984  0.000
H: 0.35587 2.77355 2.65203  0.000
H: -0.21943 1.57091 3.81937  0.000
H: 2.19071 1.89194 4.25033  0.000
H: 1.88408 0.17697 4.44094  0.000
H: 4.37062 0.89299 4.03748  0.000
H: 3.38228 2.69771 2.49101  0.000
H: 4.95252 2.07193 2.03381  0.000
H: 2.40202 1.05118 1.01734  0.000
H: 2.97140 2.33945 -1.40808  0.000
H: 1.91946 3.21928 0.34679  0.000
H: 3.43829 -0.45107 -0.23605  0.000
H: 4.63106 1.08459 -1.66521  0.000
H: 6.76745 -0.78618 -0.64232  0.000
H: 5.35275 -1.40365 -1.56250  0.000
H: 6.47386 -0.21559 -2.26896  0.000
H: 5.07447 -1.53361 0.98613  0.000
H: 5.77857 -0.03906 1.62671  0.000
H: 2.26208 -1.13165 1.45971  0.000
H: 1.98124 -1.46750 3.11568  0.000
H: 3.96384 -3.30689 1.77655  0.000
H: 2.32257 -3.30211 1.16630  0.000
H: 1.52394 -3.65917 3.55081  0.000
H: 3.19693 -3.98538 3.99431  0.000
H: 2.51238 -6.15580 3.48386  0.000
H: 3.07618 -5.64716 1.90951  0.000
H: 0.85912 -5.24718 1.09128  0.000
H: 0.87191 -6.80027 1.86940  0.000
H: -1.05737 -6.05706 2.81514  0.000
H: 0.05890 -5.45953 4.01364  0.000
H: -0.24177 -3.16395 3.26899  0.000
H: -1.80005 -3.92929 3.41055  0.000
H: -0.42151 -3.56605 0.73481  0.000
H: -2.07119 -4.10867 1.03058  0.000
H: -2.36213 -1.82608 2.26763  0.000
H: -0.82665 -1.38517 1.47849  0.000
H: -1.92472 -2.03500 -0.72712  0.000
H: -2.51798 -0.54942 0.02238  0.000
H: -4.71832 -1.25461 -1.39331  0.000
H: -5.29978 -2.86718 -0.91837  0.000
H: -3.76723 -2.70895 -1.80053  0.000
H: 3.22580 -0.66438 6.04001  0.000
H: 3.18228 -2.32872 6.54189  0.000
H: 2.37531 -1.89462 5.04737  0.000
C: -5.83654 7.69576 1.06200  0.003
C: -5.53000 6.47152 0.18627  0.026
C: -5.20148 6.90114 -1.24295  0.017
C: -6.42094 7.42276 -2.00151  0.001
C: -7.57087 6.41400 -1.97284  0.017
C: -7.92948 5.90619 -0.57205  0.026
N: -6.67232 5.50223 0.13853  0.390
O: -6.29650 4.30885 -0.14682  0.510
C: -8.70972 6.97035 0.21025  0.004
C: -8.81357 4.67070 -0.67048  -0.001
C: -4.35342 5.74876 0.82165  -0.001
H: -4.89414 8.16004 1.35219  0.000
H: -6.41938 8.45980 0.55749  0.000
H: -6.36217 7.40369 1.97115  0.001
H: -4.79058 6.04058 -1.78078  0.002
H: -4.41587 7.65951 -1.20288  0.002
H: -6.74522 8.38413 -1.59576  0.000
H: -6.14192 7.61425 -3.03862  0.001
H: -8.46998 6.85481 -2.40828  0.002
H: -7.30568 5.55565 -2.59720  0.002
H: -8.82195 6.67201 1.25319  0.001
H: -9.70469 7.06361 -0.22340  0.000
H: -8.25878 7.95720 0.18246  0.000
H: -8.37880 3.90988 -1.31257  0.000
H: -9.77597 4.96905 -1.08646  0.000
H: -8.98063 4.23216 0.31322  0.000
H: -4.59671 5.45215 1.84261  0.000
H: -3.49140 6.41678 0.85589  0.000
H: -4.07422 4.86099 0.25926  -0.001
C: 1.83475 -2.93738 -6.68809  0.003
C: 3.14279 -2.54106 -5.98865  0.026
C: 4.25986 -3.53362 -6.30941  0.017
C: 4.05578 -4.89962 -5.65831  0.001
C: 3.85232 -4.77396 -4.14923  0.017
C: 2.77356 -3.76431 -3.74573  0.027
N: 2.98970 -2.48246 -4.49461  0.400
O: 3.86246 -1.73271 -3.93034  0.498
C: 1.37189 -4.33694 -3.98574  0.004
C: 2.89027 -3.44886 -2.25966  -0.001
C: 3.50958 -1.14578 -6.47395  -0.001
H: 1.89227 -2.62328 -7.72931  0.000
H: 1.64528 -4.00635 -6.69486  0.000
H: 0.97968 -2.43621 -6.23364  0.001
H: 5.21032 -3.11251 -5.96776  0.002
H: 4.32686 -3.63106 -7.39476  0.002
H: 3.21297 -5.42384 -6.11519  0.000
H: 4.93195 -5.52082 -5.84666  0.001
H: 3.58198 -5.74193 -3.72121  0.002
H: 4.79914 -4.47730 -3.68705  0.002
H: 0.61618 -3.56267 -3.85455  0.001
H: 1.18194 -5.12594 -3.25691  0.000
H: 1.24212 -4.77580 -4.96911  0.000
H: 3.90191 -3.15420 -1.98625  0.000
H: 2.63007 -4.34609 -1.69851  0.000
H: 2.20295 -2.64743 -1.97504  0.000
H: 2.71360 -0.43517 -6.24668  0.000
H: 3.64104 -1.18248 -7.55499  0.000
H: 4.43182 -0.78803 -6.02549  -0.001

Results
Spin multiplicity: 3
Net charge: +1
LUMO energy (spin up / spin down): -2.53 / -2.53 eV
⟨S²⟩: 2.01
Highest occupied orbital energy (spin up / spin down): -9.57 / -10.75 eV